DFT (ωB97M-V/def2-TZVPD) results for the molecule C5H7NO.

Last column: natural (NBO) charge in e.
Positions of all 14 atoms, in Å:
C (1.39880, -1.01442, -1.57727)  -0.628
C (0.43538, 0.10578, -1.30553)  -0.350
C (-0.07874, 0.30453, -0.09131)  0.442
N (-1.00064, 1.26839, 0.37099)  -0.615
C (-1.40650, 0.83629, 1.65244)  -0.114
C (-0.75495, -0.28969, 1.92939)  0.050
O (0.15293, -0.58475, 0.93782)  -0.471
H (1.04939, -1.66377, -2.38918)  0.208
H (1.52504, -1.63861, -0.68762)  0.224
H (2.38871, -0.63717, -1.86046)  0.207
H (0.11860, 0.75806, -2.11255)  0.209
H (-0.79761, 2.24764, 0.22364)  0.402
H (-2.17033, 1.34967, 2.21602)  0.223
H (-0.86007, -1.04196, 2.69362)  0.212

Forces on atoms 1 to 3 (eV/Å):
C 0.09 -0.06 -0.02
C -0.06 0.10 0.11
C 0.02 -0.06 -0.32

Properties
* gap between HOMO and LUMO: 0.3028 Eh
* HOMO: -7.226 eV
* relative energy (zero: lowest compared OMol25 entry of this formula, charge and spin): 37.24 kcal per mole
* E: -324.665129 Ha
* spin multiplicity: 1
* LUMO energy: 1.014 eV